[1]
{"formula": "C2HN2O5S", "method": "ωB97M-V with the def2-TZVPD basis set", "smiles": "N#C[C@@H]([N+](=O)[O-])S(=O)(=O)[O-]", "fmax_ha_per_bohr": 0.1056, "spin_multiplicity": 1, "charge": -1, "de_lowest_kj_mol": 0.00, "total_energy_ev": -26141.2739, "elements": ["N", "C", "C", "N", "O", "O", "S", "O", "O", "O", "H"], "xyz": [[0.52234, 1.99922, 1.62975], [0.52145, 1.14427, 0.85473], [0.59609, 0.16413, -0.15000], [1.05952, -1.13317, 0.25891], [1.68189, -1.87430, -0.49327], [0.80415, -1.40566, 1.42379], [-1.32775, 0.13076, -0.55698], [-1.44024, 1.55749, -0.65512], [-2.03894, -0.47278, 0.52855], [-1.19490, -0.60534, -1.80409], [0.81638, 0.49538, -1.03628]]}

[2]
{"formula": "C2HN2O6S", "method": "ωB97M-V with the def2-TZVPD basis set", "fmax_ha_per_bohr": 0.0687, "spin_multiplicity": 1, "charge": -1, "total_energy_ev": -28185.5130, "elements": ["C", "C", "N", "N", "O", "O", "O", "O", "O", "O", "S", "H"], "xyz": [[1.92029, -0.31893, 0.69438], [-0.47326, 0.15020, 0.12491], [2.33664, -1.06798, -0.08866], [-0.74764, -0.57337, 1.19909], [-1.23689, -1.74589, 1.18266], [-0.08993, 2.31063, 2.70411], [-0.54243, 0.11260, 2.27640], [1.65325, 2.71299, 1.09324], [1.77707, 0.45895, 1.76807], [-0.20745, 1.45230, 0.29761], [0.63525, 1.82773, 1.59639], [-0.71796, -0.30489, -0.79895]]}

[3]
{"formula": "C2HN2OP", "method": "ωB97M-V with the def2-TZVPD basis set", "fmax_ha_per_bohr": 0.0627, "spin_multiplicity": 1, "de_lowest_kj_mol": 420.08, "total_energy_ev": -16401.1503, "elements": ["C", "C", "N", "N", "O", "P", "H"], "xyz": [[-0.79656, -1.39202, 0.43839], [-0.99605, 0.90605, -0.03943], [-0.92544, -2.24535, -0.30608], [-1.29340, 1.45261, -0.99317], [2.07570, 0.17765, -0.29972], [-0.25909, 0.01278, 1.27888], [2.19485, 1.08828, -0.07887]]}

[4]
{"formula": "C2HN2P", "method": "ωB97M-V with the def2-TZVPD basis set", "fmax_ha_per_bohr": 0.1224, "spin_multiplicity": 1, "de_lowest_kj_mol": 124.53, "total_energy_ev": -14355.5486, "elements": ["C", "C", "N", "N", "P", "H"], "xyz": [[-0.15722, -0.76367, 1.10245], [-0.31291, 1.20664, -1.02403], [-0.93148, -1.56613, 1.32375], [-0.96961, 1.64048, -1.83602], [1.11082, 0.27919, 0.64492], [1.26041, -0.79651, -0.21108]]}

[5]
{"formula": "C2HN3", "method": "ωB97M-V with the def2-TZVPD basis set", "fmax_ha_per_bohr": 0.1111, "spin_multiplicity": 1, "de_lowest_kj_mol": 469.62, "total_energy_ev": -6553.8265, "elements": ["C", "C", "N", "N", "N", "H"], "xyz": [[0.12033, -1.25083, 0.21627], [-0.80953, 0.35664, 0.54457], [-0.88382, -0.90175, 0.94981], [0.83188, -0.50474, -0.60778], [0.14449, 0.61325, -0.39276], [0.59665, 1.68743, -0.71011]]}

[6]
{"formula": "C2HN3", "method": "ωB97M-V with the def2-TZVPD basis set", "fmax_ha_per_bohr": 0.1315, "spin_multiplicity": 1, "de_lowest_kj_mol": 754.49, "total_energy_ev": -6550.8740, "elements": ["C", "C", "N", "N", "N", "H"], "xyz": [[-1.16730, -0.64786, -0.13474], [-0.24292, 0.94738, -0.07198], [-1.48957, 0.63292, -0.09961], [0.00489, -1.18111, -0.04673], [0.62868, -0.02472, -0.03045], [2.26623, 0.27339, 0.38350]]}

Please write out number 3 again, unchanged.
{"formula": "C2HN2OP", "method": "ωB97M-V with the def2-TZVPD basis set", "fmax_ha_per_bohr": 0.0627, "spin_multiplicity": 1, "de_lowest_kj_mol": 420.08, "total_energy_ev": -16401.1503, "elements": ["C", "C", "N", "N", "O", "P", "H"], "xyz": [[-0.79656, -1.39202, 0.43839], [-0.99605, 0.90605, -0.03943], [-0.92544, -2.24535, -0.30608], [-1.29340, 1.45261, -0.99317], [2.07570, 0.17765, -0.29972], [-0.25909, 0.01278, 1.27888], [2.19485, 1.08828, -0.07887]]}

Question: What is the formula in the fifth record?
Answer: C2HN3